Computed, not measured: a structure of composition C47H38F4N6OPS2Ti at a distorted geometry, with the ωB97M-V functional and the def2-TZVPD basis.

Structure (ORCA input):
```
! RIJCOSX wB97M-V def2-TZVPD def2/J DEFGRID3
* xyz 3 1
Ti 14.9339 9.4361 12.8440
C 16.2689 7.5067 14.9813
C 17.3110 8.3659 14.3599
N 16.9906 8.7393 12.9452
C 17.4711 7.6975 11.9798
C 16.4891 6.5286 11.8679
S 14.6565 6.9132 11.9391
C 14.0487 5.8875 13.2791
C 13.9635 6.6955 14.5960
N 14.8676 7.8778 14.5696
H 16.3638 7.6561 16.0616
H 16.4691 6.4104 14.8310
H 17.4080 9.2576 14.9675
H 18.3126 7.9227 14.4232
H 17.5313 9.5935 12.7540
H 18.4868 7.3458 12.2314
H 17.5670 8.2093 11.0127
H 16.6623 5.7370 12.6087
H 16.5354 6.0780 10.8671
H 14.7073 5.0137 13.3659
H 13.0221 5.5971 13.0392
H 14.1355 6.1044 15.4781
H 12.9029 7.1378 14.6113
H 14.5709 8.5204 15.3193
C 8.6930 8.4418 14.6322
C 9.8737 8.9060 15.1938
C 10.9642 9.2765 14.3754
C 10.8860 9.0269 12.9915
C 9.6527 8.6145 12.4357
C 8.5792 8.2865 13.2524
P 12.4132 9.2655 12.0343
C 12.0117 8.3638 10.4937
C 11.4875 7.0743 10.5832
C 11.1726 6.3622 9.3882
C 11.4982 6.8815 8.1230
C 12.1670 8.1064 8.0741
C 12.3244 8.8890 9.2150
C 12.2505 10.9954 11.5433
C 11.0392 11.4968 11.0433
C 10.9970 12.8183 10.5545
C 12.0935 13.6452 10.6137
C 13.3215 13.1710 11.2221
C 14.4379 14.0136 11.3254
C 15.6276 13.5416 11.8091
C 15.7254 12.1802 12.2099
C 14.6319 11.3043 12.1835
C 13.4123 11.8054 11.6534
H 7.8210 8.2270 15.2653
H 10.0962 8.9263 16.2816
H 11.8920 9.6230 14.7567
H 9.5370 8.5526 11.3546
H 7.6667 7.8762 12.7989
H 11.1934 6.6583 11.5341
H 10.6984 5.3760 9.4262
H 11.2852 6.2848 7.2171
H 12.5935 8.5176 7.1309
H 12.6982 9.9319 9.1511
H 10.1290 10.8498 11.0113
H 10.0665 13.2411 10.1320
H 11.9681 14.6887 10.3201
H 14.3410 15.0680 11.0328
H 16.5195 14.1440 11.8005
H 16.7268 11.8252 12.5167
F 18.1097 10.7559 10.5555
C 18.4744 11.1438 9.2768
C 19.7110 11.6716 9.0708
F 20.6056 11.6076 10.1084
C 20.1415 12.1742 7.7981
C 19.1910 12.1419 6.7513
C 17.9290 11.5667 6.8892
F 17.1864 11.2723 5.7989
C 17.5322 11.0728 8.1964
C 16.2073 10.5858 8.4787
C 15.8669 9.9231 9.6289
N 15.5783 9.3949 10.6423
C 15.0935 10.8518 7.6061
N 14.1044 11.0719 7.0339
F 19.6108 12.4640 5.4887
C 21.4357 12.7851 7.6771
C 21.7109 13.6995 6.6694
N 21.9853 14.5936 5.9254
C 22.5427 12.6428 8.5725
N 23.3808 12.6223 9.4108
C 16.6065 12.4190 15.7817
S 15.2941 11.1566 15.7836
O 15.5012 10.3940 14.4120
C 13.8588 12.2667 15.5637
C 13.7811 13.3476 14.6790
C 12.5360 13.9905 14.5600
C 11.4587 13.5651 15.3287
C 11.5956 12.5764 16.3182
C 12.8196 11.9462 16.4286
H 16.7179 12.8738 14.8065
H 17.5179 11.9080 16.0798
H 16.3349 13.1090 16.6012
H 14.6786 13.7477 14.1811
H 12.4219 14.7981 13.7793
H 10.4883 14.0029 15.1081
H 10.7490 12.2861 16.9230
H 13.0797 11.1663 17.1484
*
```

Summary:
ΔE to the lowest compared entry with this formula, charge and spin = 0.0 kcal per mole
HOMO-LUMO gap (spin up / spin down) = 4.82 / 4.82 eV

Atomic partial charges in e from the Mulliken method, atoms 1 to 5: -1.903 -0.821 -0.515 0.317 -0.446

---

Computed, not measured: a cluster of 2 separate species, C3H9NO2S in total at a distorted geometry, with the ωB97M-V functional and the def2-TZVPD basis.

Structure (ORCA input):
```
! RIJCOSX wB97M-V def2-TZVPD def2/J DEFGRID3
* xyz 0 1
O 0.8056 1.4272 -2.2601
C 0.0458 1.2135 -1.2833
C 0.6788 0.7198 0.0119
C 0.7170 -0.7712 0.1045
S 1.5756 -1.4806 1.6078
N -0.1743 1.2613 1.0569
H -1.0494 1.0576 -1.3762
H 1.7378 1.0855 0.1940
H -0.2692 -1.1102 -0.2715
H 1.5001 -0.9956 -0.7456
H 0.2204 -1.4733 2.1578
H -1.0995 0.8324 1.2953
H 0.0164 2.2311 1.2089
H -3.3420 -1.1045 -0.7797
H -4.8209 -0.9018 -0.9691
O -3.9972 -0.3939 -1.0944
*
```

Summary:
SMILES = N[C@H](C=O)CS.O
ΔE to the lowest compared entry with this formula, charge and spin = 74.6 kcal per mole
HOMO-LUMO gap = 9.26 eV

Atomic partial charges in e from the Mulliken method, atoms 1 to 5: -0.502 -0.057 0.441 -0.889 -0.174

---

Computed, not measured: the molecule C5H7N at a distorted geometry, with the ωB97M-V functional and the def2-TZVPD basis.

Structure (ORCA input):
```
! RIJCOSX wB97M-V def2-TZVPD def2/J DEFGRID3
* xyz 0 1
N -2.7523 -1.4357 0.2323
C -1.8101 -0.8969 -0.1708
C -0.5830 -0.2508 -0.6316
C -0.2322 1.1135 0.0244
C 1.1183 0.5352 0.5209
C 0.7310 -0.8559 -0.0240
H -0.5985 -0.2138 -1.7257
H -0.1559 1.9418 -0.6838
H -0.9166 1.3978 0.8265
H 1.9965 0.9732 0.0395
H 1.2583 0.5828 1.6035
H 0.5329 -1.6020 0.7495
H 1.4117 -1.2893 -0.7607
*
```

Summary:
SMILES = N#CC1CCC1
ΔE to the lowest compared entry with this formula, charge and spin = 22.5 kcal per mole
HOMO-LUMO gap = 12.08 eV

Atomic partial charges in e from the Mulliken method, atoms 1 to 5: -0.417 -0.071 0.378 -0.735 -0.423

---

Computed, not measured: a cluster of 2 separate species, C4H9N in total, with the ωB97M-V functional and the def2-TZVPD basis.

Structure (ORCA input):
```
! RIJCOSX wB97M-V def2-TZVPD def2/J DEFGRID3
* xyz 0 1
C -2.0261 0.1028 -0.4641
C -0.1686 0.4381 0.6339
C -0.0367 -1.0621 0.9163
N 0.7940 -0.1843 0.0653
C 2.1124 0.0902 -0.4333
H -2.9254 0.1856 0.1573
H -1.7870 1.1168 -0.8173
H -2.2459 -0.4704 -1.3739
H -0.2829 1.4541 0.9874
H -1.3150 -0.8354 0.1433
H 0.5158 -1.3286 1.8350
H 2.7010 0.5312 0.3788
H 2.5957 -0.8322 -0.7603
H 2.0687 0.7943 -1.2685
*
```

Summary:
SMILES = CN1C=C1.C
ΔE to the lowest compared entry with this formula, charge and spin = 158.7 kcal per mole
HOMO-LUMO gap = 8.14 eV

Atomic partial charges in e from the Mulliken method, atoms 1 to 5: -1.191 -0.055 -0.943 0.081 -0.747

---

Computed, not measured: the molecule C7H12S at a distorted geometry, with the ωB97M-V functional and the def2-TZVPD basis.

Structure (ORCA input):
```
! RIJCOSX wB97M-V def2-TZVPD def2/J DEFGRID3
* xyz 0 1
C -0.0963 1.5735 1.1750
C -0.1573 1.0898 -0.2885
C -1.5637 0.9043 -0.7861
C -2.2857 -0.3537 -0.1994
C -1.6486 -1.3730 0.3446
C -0.1640 -1.3195 0.4574
C 0.5576 -0.2905 -0.4575
H -0.5295 0.8569 1.9209
H -0.5349 2.5591 1.2196
H 1.0152 1.6132 1.4858
H 0.3841 1.8517 -0.9165
H -2.2964 1.7651 -0.6609
H -1.4932 0.7529 -1.8791
H -3.3502 -0.4779 -0.4360
H -2.1952 -2.2604 0.6601
H 0.2177 -2.3123 0.2425
H 0.2059 -1.1172 1.4983
H 0.4663 -0.6065 -1.4816
H 2.7478 0.4242 -1.1895
S 2.3444 -0.2772 -0.1210
*
```

Summary:
SMILES = C[C@@H]1CC=CC[C@@H]1S
ΔE to the lowest compared entry with this formula, charge and spin = 22.3 kcal per mole
HOMO-LUMO gap = 9.88 eV

Atomic partial charges in e from the Mulliken method, atoms 1 to 5: -1.442 0.371 -0.751 -0.410 -0.375

---

Computed, not measured: a structure of composition C4H2CdO2 at a distorted geometry, with the ωB97M-V functional and the def2-TZVPD basis.

Structure (ORCA input):
```
! RIJCOSX wB97M-V def2-TZVPD def2/J DEFGRID3
* xyz 0 1
H 1.0237 -2.1123 -0.6026
C 0.7777 -1.1782 -0.0897
C -0.4376 -0.8245 0.3310
O 1.9191 -0.4667 0.0654
O 1.7857 0.8176 0.6281
Cd 0.2016 1.8725 0.3937
C -1.5949 0.9871 -0.2736
C -1.3802 0.0264 0.6547
H -2.2952 0.8780 -1.1071
*
```

Summary:
HOMO-LUMO gap = 6.27 eV

Atomic partial charges in e from the Mulliken method, atoms 1 to 5: 0.281 -0.199 0.027 -0.141 -0.631

---

Computed, not measured: the molecule C4H5NO3 at a distorted geometry, with the ωB97M-V functional and the def2-TZVPD basis.

Structure (ORCA input):
```
! RIJCOSX wB97M-V def2-TZVPD def2/J DEFGRID3
* xyz 0 1
C -0.2543 0.3061 -0.2515
C 1.0295 0.5685 -0.1824
C 2.1070 -0.4583 0.1285
C -0.6830 -1.0482 -0.3119
H -0.9766 2.1831 0.1609
H -2.2893 1.3715 -0.7860
H 1.3683 1.5178 -0.2949
H 1.6339 -1.4588 0.8653
H -2.0364 -0.3729 0.6942
N -1.4060 1.1786 -0.1414
O 3.3124 -0.3734 0.1179
O -1.6313 -1.2930 0.7368
O -0.1741 -2.1209 -0.7354
*
```

Summary:
SMILES = N/C(=C/C=O)C(=O)O
ΔE to the lowest compared entry with this formula, charge and spin = 83.5 kcal per mole
HOMO-LUMO gap = 9.15 eV

Atomic partial charges in e from the Mulliken method, atoms 1 to 5: 0.937 -0.549 -0.088 0.223 0.263

---

Computed, not measured: a cluster of 2 separate species, C4H9N3 in total at a distorted geometry, with the ωB97M-V functional and the def2-TZVPD basis.

Structure (ORCA input):
```
! RIJCOSX wB97M-V def2-TZVPD def2/J DEFGRID3
* xyz 0 1
C -2.4394 0.3110 0.0593
C -2.6775 1.0179 -1.0065
C 0.9939 -1.5900 0.7557
C 0.8459 -0.0714 0.5863
N -2.4385 -0.4821 0.9843
N 1.7592 1.9747 0.3468
N 1.8427 0.7067 0.6020
H 0.9077 2.6097 0.4148
H -2.0656 0.8687 -1.9579
H -3.1853 1.9545 -0.8913
H 0.5441 -1.8716 1.7437
H 0.4052 -2.0374 -0.1535
H 2.1245 -1.7317 0.7714
H -0.0808 0.5278 0.4456
H -1.7530 -0.3559 1.6644
H 2.6595 2.4674 0.2371
*
```

Summary:
SMILES = C/C=N/N.C=C=N
ΔE to the lowest compared entry with this formula, charge and spin = 88.5 kcal per mole
HOMO-LUMO gap = 9.32 eV

Atomic partial charges in e from the Mulliken method, atoms 1 to 5: 0.651 -0.860 -0.716 0.371 -0.517

---

Total energy (computed, a.u.): -4603.185684, -723.049498, -249.437384, -212.298223, -672.081373, -471.476798, -435.787384, -321.949242